Entry 1:
The following is a DFT calculation (wB97M-V/def2-TZVPD) of a cluster of 4 separate species, C27H51F4NO8S in total.

Each line ends with the Löwdin charge.
CARTESIAN COORDINATES (ANGSTROEM)
C  -0.192  -3.407  -0.447  0.076
C  0.635  -2.503  -0.367  -0.101
C  1.806  -1.476  -0.663  -0.139
C  1.421  -0.033  -0.155  -0.128
C  2.788  0.796  -0.391  -0.344
O  3.883  0.400  -0.692  0.153
O  2.328  2.114  -0.174  -0.034
C  0.897  2.356  -0.482  -0.209
C  0.369  2.589  1.022  -0.092
C  -1.217  2.570  1.158  -0.173
C  -1.769  1.363  2.089  -0.274
N  -2.835  1.777  3.025  -0.025
C  0.982  3.681  -1.338  -0.241
F  2.321  4.173  -1.290  0.049
F  0.678  3.612  -2.697  0.082
C  0.120  4.930  -0.772  -0.179
F  -0.009  5.810  -1.891  0.013
F  0.812  5.674  0.185  0.052
C  0.485  0.931  -1.048  -0.150
C  0.306  0.645  -2.587  -0.128
C  -0.323  -0.736  -3.013  -0.195
C  -1.746  -1.082  -2.404  -0.211
S  -3.147  -0.649  -3.530  0.677
O  -2.892  -1.187  -4.873  -0.304
O  -4.346  -1.313  -2.951  -0.347
O  -3.392  0.985  -3.545  -0.184
H  -0.839  -4.312  -0.603  0.067
H  2.098  -1.464  -1.752  0.121
H  2.718  -1.821  -0.075  0.134
H  1.112  -0.189  0.919  0.153
H  0.759  1.784  1.728  0.118
H  0.782  3.557  1.463  0.136
H  -1.728  2.404  0.147  0.112
H  -1.642  3.515  1.612  0.109
H  -2.170  0.508  1.451  0.102
H  -0.934  0.912  2.717  0.113
H  -3.685  2.089  2.548  0.063
H  -2.487  2.474  3.691  0.071
H  -0.936  4.659  -0.493  0.160
H  -0.542  0.659  -0.614  0.124
H  1.314  0.827  -3.093  0.143
H  -0.407  1.443  -2.991  0.125
H  0.334  -1.644  -2.875  0.100
H  -0.481  -0.672  -4.145  0.123
H  -1.962  -0.673  -1.378  0.100
H  -1.794  -2.217  -2.307  0.108
H  -4.338  1.087  -3.281  0.100
C  5.264  3.745  -0.328  -0.074
C  5.345  5.102  0.347  -0.271
O  6.650  5.436  0.803  -0.163
C  7.663  5.504  -0.189  -0.285
C  7.391  6.538  -1.268  -0.084
H  5.612  2.959  0.348  0.087
H  4.237  3.527  -0.616  0.041
H  5.881  3.698  -1.227  0.073
H  4.703  5.097  1.231  0.119
H  4.960  5.892  -0.308  0.107
H  7.833  4.514  -0.625  0.105
H  8.586  5.772  0.331  0.117
H  6.483  6.312  -1.830  0.065
H  8.222  6.576  -1.976  0.076
H  7.263  7.529  -0.824  0.081
C  2.540  -8.477  -0.345  -0.081
C  2.242  -7.160  0.349  -0.280
O  0.865  -6.970  0.643  -0.175
C  0.266  -7.932  1.499  -0.282
C  0.910  -8.012  2.872  -0.082
H  1.967  -8.559  -1.272  0.082
H  3.604  -8.549  -0.583  0.078
H  2.279  -9.335  0.278  0.065
H  2.532  -6.339  -0.311  0.116
H  2.842  -7.049  1.260  0.106
H  0.248  -8.913  1.013  0.106
H  -0.778  -7.630  1.618  0.117
H  1.955  -8.322  2.814  0.065
H  0.382  -8.734  3.499  0.078
H  0.885  -7.036  3.363  0.082
C  -8.236  0.099  2.762  -0.080
C  -7.489  0.836  1.665  -0.279
O  -6.075  0.742  1.778  -0.175
C  -5.525  -0.568  1.726  -0.277
C  -5.824  -1.303  0.430  -0.073
H  -7.936  0.470  3.745  0.082
H  -9.314  0.241  2.648  0.078
H  -8.037  -0.973  2.742  0.066
H  -7.732  1.899  1.723  0.117
H  -7.811  0.501  0.673  0.106
H  -5.850  -1.149  2.594  0.109
H  -4.442  -0.451  1.823  0.097
H  -6.895  -1.459  0.287  0.069
H  -5.341  -2.283  0.429  0.082
H  -5.460  -0.732  -0.428  0.066

## Properties
HOMO (eV): -9.30
LUMO energy (eV): 0.06
Charge: 0
Gap between HOMO and LUMO (eV): 9.36



Entry 2:
The following is a DFT calculation (wB97M-V/def2-TZVPD) of a structure of composition C54H45BBrF4MnN9O18.

Each line ends with the Löwdin charge.
CARTESIAN COORDINATES (ANGSTROEM)
Mn  -1.934  -0.331  2.217  0.808
Br  -0.104  -0.215  0.448  0.070
B  -2.137  -3.446  3.396  -1.426
F  -1.826  -2.381  2.602  0.088
F  -2.138  -3.107  4.710  0.141
F  -3.450  -3.843  3.332  0.143
F  -1.171  -4.427  3.275  0.137
C  3.328  -5.225  1.837  -0.067
C  2.539  -4.173  1.440  -0.082
C  2.716  -3.522  0.256  -0.015
C  3.742  -3.979  -0.604  -0.107
C  4.635  -4.994  -0.140  0.003
C  4.376  -5.667  1.042  -0.066
N  3.915  -3.336  -1.921  -0.340
O  3.026  -2.620  -2.344  0.058
O  4.988  -3.519  -2.492  0.071
H  3.085  -5.709  2.771  0.112
H  1.806  -3.885  2.178  0.113
H  2.095  -2.711  -0.094  0.080
H  5.431  -5.358  -0.773  0.112
H  5.035  -6.479  1.312  0.107
C  3.753  1.965  4.953  -0.053
C  3.387  1.243  6.108  -0.045
C  2.185  0.540  6.080  0.006
C  1.436  0.439  4.905  -0.123
C  1.865  1.133  3.795  -0.021
C  2.956  1.958  3.797  -0.063
N  0.228  -0.385  4.895  -0.277
O  0.009  -1.000  5.914  0.150
O  -0.465  -0.415  3.885  -0.040
H  4.601  2.633  4.928  0.103
H  4.021  1.233  6.983  0.107
H  1.898  -0.075  6.920  0.119
H  1.330  1.069  2.859  0.073
H  3.159  2.610  2.960  0.100
C  3.413  3.936  -0.080  -0.059
C  2.357  3.024  0.108  -0.074
C  1.054  3.481  -0.071  -0.045
C  0.792  4.824  -0.444  -0.126
C  1.848  5.699  -0.690  0.000
C  3.157  5.237  -0.512  -0.061
N  -0.643  5.256  -0.454  -0.327
O  -0.890  6.462  -0.399  0.062
O  -1.534  4.427  -0.561  0.062
H  4.420  3.743  0.259  0.103
H  2.579  2.007  0.395  0.083
H  0.220  2.835  0.158  0.070
H  1.634  6.708  -1.012  0.118
H  3.993  5.902  -0.666  0.107
C  -4.744  2.137  -3.566  -0.068
C  -3.561  1.632  -3.115  -0.054
C  -3.332  1.561  -1.750  0.003
C  -4.269  2.010  -0.861  -0.148
C  -5.458  2.595  -1.357  0.023
C  -5.729  2.616  -2.720  -0.047
N  -4.058  2.014  0.546  -0.270
O  -4.812  2.671  1.278  0.100
O  -3.132  1.336  1.004  -0.047
H  -4.870  2.208  -4.636  0.112
H  -2.816  1.190  -3.760  0.101
H  -2.373  1.142  -1.483  0.094
H  -6.252  2.879  -0.682  0.117
H  -6.626  3.058  -3.126  0.111
C  -0.971  -4.854  0.103  -0.008
C  -1.867  -5.926  0.016  -0.080
C  -2.487  -6.207  -1.112  -0.043
C  -2.165  -5.560  -2.326  -0.100
C  -1.230  -4.500  -2.297  -0.007
C  -0.640  -4.133  -1.091  -0.044
N  -3.020  -5.905  -3.508  -0.339
O  -2.648  -5.579  -4.621  0.058
O  -4.125  -6.435  -3.423  0.042
H  -0.499  -4.603  1.042  0.085
H  -2.083  -6.537  0.880  0.122
H  -3.229  -6.991  -1.134  0.120
H  -1.011  -3.837  -3.122  0.099
H  -0.042  -3.234  -1.052  0.073
C  -5.045  -2.763  -3.717  -0.061
C  -5.847  -3.418  -2.775  -0.039
C  -5.522  -3.304  -1.414  -0.001
C  -4.489  -2.501  -1.029  -0.126
C  -3.588  -2.027  -1.994  -0.004
C  -3.868  -2.220  -3.318  -0.091
N  -4.238  -2.240  0.395  -0.293
O  -3.365  -1.483  0.714  -0.021
O  -4.940  -2.813  1.218  0.123
H  -5.352  -2.809  -4.751  0.114
H  -6.588  -4.151  -3.060  0.111
H  -6.087  -3.871  -0.688  0.124
H  -2.671  -1.489  -1.804  0.096
H  -3.142  -1.923  -4.060  0.108
C  3.113  2.376  -3.981  -0.051
C  2.086  2.474  -3.077  -0.052
C  1.071  1.443  -3.017  0.005
C  1.182  0.335  -3.808  -0.142
C  2.270  0.212  -4.697  -0.001
C  3.248  1.189  -4.780  -0.055
N  0.142  -0.731  -3.771  -0.285
O  -1.040  -0.534  -3.411  0.016
O  0.521  -1.846  -4.079  0.082
H  3.880  3.131  -4.070  0.106
H  1.804  3.311  -2.456  0.074
H  0.211  1.564  -2.375  0.089
H  2.251  -0.716  -5.248  0.118
H  4.126  1.000  -5.379  0.098
C  5.486  0.453  1.218  -0.048
C  4.579  -0.050  0.239  -0.042
C  4.944  0.062  -1.128  0.012
C  6.174  0.615  -1.474  -0.131
C  7.017  1.158  -0.476  -0.019
C  6.706  1.101  0.861  -0.065
N  6.555  0.627  -2.894  -0.275
O  5.763  0.207  -3.779  0.038
O  7.667  1.140  -3.219  0.045
H  5.210  0.341  2.256  0.090
H  3.605  -0.396  0.553  0.090
H  4.319  -0.283  -1.939  0.103
H  7.955  1.629  -0.730  0.114
H  7.450  1.476  1.549  0.105
C  -4.918  5.548  3.781  -0.054
C  -3.903  6.133  2.973  -0.024
C  -2.731  5.348  2.684  0.021
C  -2.565  4.034  3.192  -0.141
C  -3.574  3.559  4.068  -0.008
C  -4.684  4.331  4.423  -0.063
N  -1.367  3.251  2.979  -0.300
O  -0.335  3.804  2.722  0.125
O  -1.487  2.016  3.048  -0.032
H  -5.762  6.154  4.075  0.103
H  -3.932  7.060  2.419  0.103
H  -2.076  5.756  1.928  0.090
H  -3.496  2.540  4.416  0.115
H  -5.396  3.878  5.096  0.110

## Properties
HOMO (spin up / spin down) (eV): -9.29 / -9.29
LUMO energy (spin up / spin down) (eV): -1.55 / -1.61
Energy relative to the best compared isomer or geometry (same formula, charge and spin) (kcal per mole): 0.00
Charge: 0
Gap between HOMO and LUMO (spin up / spin down) (eV): 7.74 / 7.69
Multiplicity: 6



Entry 3:
The following is a DFT calculation (wB97M-V/def2-TZVPD) of a cluster of 2 separate species, C11H15N in total.

Each line ends with the natural charge from an NBO analysis.
CARTESIAN COORDINATES (ANGSTROEM)
C  -2.784  -1.466  -1.006  -0.631
C  -1.805  -0.451  -1.524  -0.088
C  -1.756  0.350  -2.629  -0.036
N  -0.816  1.318  -2.664  -0.523
C  -0.003  0.945  -1.603  0.163
C  1.368  1.415  -1.402  -0.248
C  2.083  0.731  -0.456  -0.217
C  1.496  -0.241  0.313  -0.245
C  0.204  -0.666  0.094  -0.180
C  -0.617  -0.097  -0.887  -0.114
H  -2.729  -1.434  0.091  0.226
H  -2.404  -2.464  -1.315  0.221
H  -3.804  -1.224  -1.431  0.225
H  -2.465  -0.048  -3.329  0.210
H  -0.507  1.678  -3.510  0.406
H  1.901  1.971  -2.162  0.214
H  3.161  0.962  -0.207  0.211
H  1.975  -0.626  1.166  0.206
H  -0.114  -1.404  0.775  0.201
C  1.544  -1.256  4.757  -0.624
C  0.878  0.118  4.491  -0.610
H  0.609  -1.832  4.502  0.210
H  2.342  -1.527  4.065  0.209
H  1.835  -1.199  5.851  0.214
H  0.244  0.192  3.639  0.201
H  0.411  0.652  5.318  0.205
H  1.610  0.787  4.300  0.196

## Properties
HOMO (eV): -7.82
LUMO energy (eV): 0.91
Energy relative to the best compared isomer or geometry (same formula, charge and spin) (kcal per mole): 54.03
Charge: 0
Gap between HOMO and LUMO (eV): 8.74



Entry 4:
The following is a DFT calculation (wB97M-V/def2-TZVPD) of a structure of composition C4H6N2O.

Each line ends with the natural charge from an NBO analysis.
CARTESIAN COORDINATES (ANGSTROEM)
C  0.733  1.746  0.996  -0.081
O  -0.427  1.097  0.762  -0.485
C  -0.318  0.114  -0.180  0.368
C  0.683  -0.293  -1.012  -0.165
N  0.256  -1.388  -1.729  -0.438
C  -0.962  -1.628  -1.327  0.158
N  -1.371  -0.737  -0.372  -0.541
H  1.661  0.901  1.476  0.106
H  1.413  0.716  2.276  0.074
H  0.518  2.469  1.800  0.154
H  1.662  0.146  -1.132  0.228
H  -1.604  -2.421  -1.686  0.198
H  -2.245  -0.722  0.129  0.425

## Properties
HOMO (eV): -8.53
LUMO energy (eV): 0.35
Energy relative to the best compared isomer or geometry (same formula, charge and spin) (kcal per mole): 121.42
Charge: 0
Gap between HOMO and LUMO (eV): 8.88